{"formula": "C5H22NO8", "method": "ωB97M-V/def2-TZVPD", "homo_energy_ev": -6.2, "spin_multiplicity": 1, "homo_lumo_gap_ev": 9.32, "lumo_ev": 3.1, "charge": -1, "species": ["O", "C", "O", "C", "C", "C", "C", "N", "H", "H", "H", "H", "H", "H", "H", "H", "H", "H", "H", "H", "O", "H", "H", "O", "H", "H", "O", "H", "H", "O", "H", "H", "O", "H", "H", "O"], "xyz": [[-1.495, -0.619, 0.629], [-1.246, -0.659, -0.610], [-0.468, -1.604, -1.038], [-1.788, 0.367, -1.567], [-1.113, 1.824, -1.428], [0.332, 1.682, -1.754], [1.798, 0.874, 0.123], [1.276, 1.973, -0.685], [-2.823, 0.324, -1.424], [-1.797, 0.038, -2.619], [-1.260, 2.266, -0.422], [-1.656, 2.506, -2.183], [0.587, 2.186, -2.701], [0.552, 0.625, -2.340], [1.162, 0.652, 1.158], [1.833, -0.156, -0.379], [2.862, 1.031, 0.498], [2.039, 2.613, -1.035], [-3.103, 0.593, 1.123], [-2.280, 0.519, 2.189], [-3.124, 0.889, 2.141], [0.474, 2.395, 2.502], [0.594, 2.907, 1.215], [0.822, 3.208, 2.147], [0.822, -1.773, -2.285], [1.070, -2.562, -3.533], [1.075, -1.631, -3.167], [2.082, -2.299, 2.088], [3.427, -1.892, 1.539], [2.902, -1.988, 2.361], [-1.897, -2.635, 1.822], [-1.284, -1.355, 2.139], [-1.440, -2.259, 2.634], [0.043, -2.845, 1.674], [0.301, -2.408, 0.236], [0.722, -2.787, 0.951]]}

---

{"formula": "C5H24N2O5", "method": "ωB97M-V/def2-TZVPD", "homo_energy_ev": -8.5, "spin_multiplicity": 1, "homo_lumo_gap_ev": 8.46, "lumo_ev": 0.0, "smiles": "CCCNCCN.O.O.O.O.O", "charge": 0, "species": ["C", "C", "C", "N", "C", "C", "N", "H", "H", "H", "H", "H", "H", "H", "H", "H", "H", "H", "H", "H", "H", "O", "H", "H", "O", "H", "H", "O", "H", "H", "O", "H", "H", "O", "H", "H"], "xyz": [[-1.327, 1.768, -2.785], [-0.063, 1.794, -1.913], [-0.328, 1.872, -0.420], [-0.363, 0.496, 0.177], [-1.718, -0.144, 0.252], [-1.772, -0.709, 1.711], [-0.748, -1.774, 1.672], [-2.223, 1.574, -2.232], [-1.344, 2.697, -3.342], [-1.220, 1.043, -3.602], [0.572, 2.679, -2.234], [0.751, 1.109, -2.157], [-1.310, 2.326, -0.261], [0.522, 2.362, 0.065], [0.382, -0.128, -0.120], [-2.372, 0.720, 0.038], [-1.815, -0.884, -0.551], [-1.598, 0.088, 2.440], [-2.774, -1.115, 1.888], [0.162, -1.337, 1.634], [-1.047, -2.470, 2.333], [1.099, -1.377, -2.787], [1.208, -1.877, -1.962], [0.161, -1.476, -2.988], [2.209, 1.676, 2.483], [3.010, 1.533, 1.973], [1.478, 1.725, 1.847], [0.397, -3.268, -0.939], [1.317, -3.276, -0.623], [-0.056, -3.124, -0.093], [2.198, -0.963, -0.257], [2.610, -0.712, -1.099], [3.023, -1.011, 0.269], [0.390, -0.146, 4.234], [0.749, 0.691, 3.887], [-0.158, -0.363, 3.464]]}

---

{"formula": "C5H25N2O5", "method": "ωB97M-V/def2-TZVPD", "homo_energy_ev": -12.4, "spin_multiplicity": 1, "homo_lumo_gap_ev": 9.67, "lumo_ev": -2.7, "charge": 1, "species": ["N", "C", "C", "N", "C", "C", "C", "H", "H", "H", "H", "H", "H", "H", "H", "H", "H", "H", "H", "H", "H", "H", "H", "H", "O", "H", "H", "O", "H", "H", "O", "H", "H", "O", "H", "H", "O"], "xyz": [[0.074, -1.695, -0.234], [-0.892, -0.862, -1.009], [-0.361, 0.596, -1.082], [0.416, 0.944, 0.090], [0.410, 2.319, 2.170], [-0.447, 1.629, 1.085], [-1.526, 2.589, 0.614], [0.266, -2.605, -0.669], [0.924, -1.125, -0.185], [-0.288, -1.869, 0.725], [-1.872, -0.881, -0.507], [-0.988, -1.312, -2.014], [-1.310, 1.156, -1.264], [0.202, 0.689, -2.009], [1.310, 1.393, -0.056], [-0.284, 2.661, 2.930], [0.914, 3.218, 1.771], [1.271, 1.748, 2.524], [-0.970, 0.921, 1.746], [-1.211, 3.356, -0.058], [-2.362, 2.118, 0.055], [-2.016, 3.070, 1.474], [-0.077, -4.797, 3.045], [0.975, -3.868, 3.573], [0.023, -3.918, 3.427], [-1.550, 4.837, -3.493], [-0.393, 3.716, -3.395], [-1.112, 4.181, -2.975], [-2.074, -2.124, 2.662], [-3.102, -2.377, 1.634], [-2.157, -2.192, 1.708], [4.042, 2.026, -2.763], [3.414, 0.719, -2.431], [3.232, 1.662, -2.388], [1.663, -4.711, -0.478], [1.788, -4.256, -1.984], [1.792, -3.968, -1.067]]}

---

{"formula": "C5H25N2O6", "method": "ωB97M-V/def2-TZVPD", "homo_energy_ev": [-2.6, -9.2], "spin_multiplicity": 2, "s_squared": 0.75, "homo_lumo_gap_ev": [3.05, 9.54], "lumo_ev": [0.4, 0.4], "charge": 0, "species": ["C", "N", "C", "C", "C", "O", "C", "N", "H", "H", "H", "H", "H", "H", "H", "H", "H", "H", "H", "H", "H", "H", "H", "H", "H", "O", "H", "H", "O", "H", "H", "O", "H", "H", "O", "H", "H", "O"], "xyz": [[0.715, -2.036, 1.128], [1.185, -0.674, 0.701], [0.297, 0.282, 1.347], [0.014, 1.533, 0.439], [-0.859, 2.505, 1.193], [1.140, 2.094, -0.224], [-0.603, -2.540, 0.592], [-0.908, -2.466, -0.858], [0.909, -2.033, 2.245], [1.528, -2.708, 0.800], [1.064, -0.749, -0.308], [-0.667, -0.146, 1.571], [0.752, 0.730, 2.232], [-0.512, 1.125, -0.451], [-0.417, 2.810, 2.181], [-0.940, 3.494, 0.677], [-1.899, 2.212, 1.295], [1.499, 2.872, 0.247], [-1.429, -2.245, 1.239], [-0.579, -3.715, 0.744], [-0.007, -2.473, -1.468], [-1.565, -1.663, -1.219], [-1.452, -3.339, -1.138], [-1.812, 1.291, 4.080], [-2.573, 0.453, 3.134], [-1.752, 0.432, 3.645], [1.179, -1.094, -2.744], [2.110, -2.341, -2.779], [1.289, -1.986, -2.384], [2.919, 3.356, 1.720], [2.029, 2.367, 2.175], [1.963, 3.315, 1.970], [-0.782, 0.550, -4.199], [0.488, 1.334, -3.593], [-0.122, 0.592, -3.493], [-2.595, -1.015, -3.431], [-1.119, -0.729, -2.987], [-1.877, -1.363, -2.887]]}

---

{"formula": "C5H25NO8", "method": "ωB97M-V/def2-TZVPD", "homo_energy_ev": -9.2, "spin_multiplicity": 1, "homo_lumo_gap_ev": 9.48, "lumo_ev": 0.3, "smiles": "NCCCCC=O.O.O.O.O.O.O.O", "charge": 0, "species": ["N", "C", "C", "C", "C", "C", "O", "H", "H", "H", "H", "H", "H", "H", "H", "H", "H", "H", "O", "H", "H", "O", "H", "H", "O", "H", "H", "O", "H", "H", "O", "H", "H", "O", "H", "H", "O", "H", "H"], "xyz": [[1.345, -1.813, 1.510], [1.531, -0.790, 2.563], [0.486, 0.352, 2.535], [-0.885, 0.166, 1.945], [-1.014, 0.651, 0.480], [-0.079, 1.690, 0.018], [0.321, 1.791, -1.139], [1.164, -2.735, 1.866], [0.805, -1.562, 0.705], [2.481, -0.370, 2.232], [1.506, -1.234, 3.554], [1.092, 1.171, 2.134], [0.322, 0.791, 3.531], [-1.763, 0.500, 2.503], [-1.169, -0.890, 1.888], [-0.891, -0.227, -0.168], [-2.002, 0.985, 0.129], [0.287, 2.496, 0.664], [1.549, -2.666, -2.204], [2.116, -2.282, -1.527], [0.641, -2.419, -1.997], [-3.348, -1.598, 0.521], [-2.605, -2.059, 0.150], [-3.791, -1.312, -0.286], [-0.274, -0.180, -2.930], [0.586, -0.609, -2.992], [-0.218, 0.648, -2.407], [2.031, 3.663, 1.691], [2.475, 3.400, 0.869], [2.381, 3.238, 2.470], [-3.296, -0.329, -3.016], [-2.851, -0.712, -3.777], [-2.906, 0.530, -2.844], [3.162, 2.804, -0.657], [2.314, 2.486, -0.994], [3.708, 2.885, -1.445], [-1.493, -2.380, -1.622], [-1.344, -1.493, -2.004], [-2.375, -2.589, -1.945]]}

---

{"formula": "C5H26BF4N10O8", "method": "ωB97M-V/def2-TZVPD", "homo_energy_ev": -8.1, "spin_multiplicity": 1, "homo_lumo_gap_ev": 10.15, "lumo_ev": 2.0, "charge": -1, "species": ["B", "F", "F", "F", "F", "O", "H", "H", "O", "H", "H", "O", "H", "H", "C", "O", "N", "N", "H", "H", "H", "H", "C", "O", "N", "N", "H", "H", "H", "H", "C", "O", "N", "N", "H", "H", "H", "H", "C", "O", "N", "N", "H", "H", "H", "H", "C", "O", "N", "N", "H", "H", "H", "H"], "xyz": [[-0.316, 0.876, 0.102], [-0.375, -0.144, -0.841], [0.318, 1.958, -0.548], [-1.645, 1.214, 0.361], [0.391, 0.444, 1.184], [-6.869, 0.015, -1.582], [-6.021, -0.047, -1.143], [-7.400, 0.560, -1.003], [5.421, 4.041, -0.118], [4.713, 3.600, -0.589], [5.725, 3.395, 0.519], [1.139, 9.197, -2.732], [1.091, 10.098, -2.413], [0.888, 8.662, -1.979], [-3.509, 6.257, -3.030], [-4.498, 6.495, -3.698], [-3.349, 6.701, -1.817], [-2.581, 5.395, -3.416], [-2.787, 6.065, -1.269], [-4.211, 7.001, -1.384], [-1.915, 5.024, -2.753], [-2.881, 5.013, -4.301], [-2.571, -7.155, -3.063], [-1.981, -7.525, -2.093], [-2.795, -5.919, -3.338], [-3.152, -7.934, -3.887], [-3.536, -5.719, -3.994], [-2.264, -5.265, -2.782], [-3.945, -7.641, -4.440], [-3.056, -8.906, -3.631], [-3.421, -3.677, 5.002], [-3.574, -4.659, 5.736], [-2.868, -2.503, 5.196], [-3.549, -3.735, 3.715], [-3.028, -1.720, 4.578], [-2.653, -2.255, 6.152], [-3.096, -3.026, 3.155], [-3.860, -4.608, 3.313], [6.278, -1.863, -3.243], [6.889, -2.496, -2.439], [6.645, -1.390, -4.396], [5.096, -1.431, -2.972], [7.629, -1.482, -4.605], [5.998, -1.056, -5.095], [4.807, -0.735, -3.644], [4.514, -1.753, -2.211], [4.045, 0.159, 6.879], [4.521, -0.209, 7.951], [3.605, 1.355, 6.662], [3.850, -0.579, 5.826], [3.039, 1.555, 5.851], [3.605, 2.030, 7.413], [4.035, -1.572, 5.828], [3.461, -0.105, 5.023]]}

---

Short version: DFT total energy = -860.40788; -690.55345; -690.97064; -766.26636; -862.14378; -1780.30592 Ha, in the order given.
Short version: energy above the lowest of the compared OMol25 structures with the same formula, charge and spin = 4.143; 2.133; 1.984; 1.168; 2.450; 4.796 eV, in the order given.